(1)
Molecular formula: C9H16NPdS4Se
Method: DFT, the ωB97M-V functional and the def2-TZVPD basis

ORCA input file:
```
! RIJCOSX wB97M-V def2-TZVPD def2/J DEFGRID3
* xyz 1 1
Pd -0.163 -0.189 -1.617
Se 0.798 0.701 2.784
S 1.221 -1.996 -1.233
S 1.704 1.125 -1.884
S -1.917 -1.522 -0.985
S -1.443 1.674 -1.192
N -1.599 -1.061 2.704
C -2.290 0.982 0.281
C -1.047 -2.666 0.158
C 0.419 -2.325 0.380
C 1.101 2.736 -1.270
C 2.754 -1.113 -0.764
C -0.664 -0.375 2.788
C 2.559 0.367 -0.461
C -0.117 2.640 -0.373
C -2.945 -0.353 -0.015
H -0.512 3.636 -0.166
H 0.116 2.141 0.574
H 3.426 -1.270 -1.608
H 3.174 -1.625 0.102
H 3.525 0.860 -0.343
H 0.536 -1.444 1.011
H 0.936 -3.168 0.842
H -1.171 -3.643 -0.310
H -3.843 -0.246 -0.623
H -3.040 1.706 0.601
H -1.569 -2.643 1.116
H 0.900 3.304 -2.179
H 1.964 0.508 0.446
H 1.924 3.225 -0.749
H -3.198 -0.841 0.927
H -1.538 0.877 1.059
*
```

Summary:
Orbital gap (hartree): 0.204
Energy (Ha): -4529.1409
Relative energy (zero: lowest compared OMol25 entry of this formula, charge and spin) (kJ/mol): 0.0
Max |F| (eV Å⁻¹): 0.15


(2)
Molecular formula: C18H39GeN3O3RuS2
Method: DFT, the ωB97M-V functional and the def2-TZVPD basis

ORCA input file:
```
! RIJCOSX wB97M-V def2-TZVPD def2/J DEFGRID3
* xyz 3 6
Ru 0.818 -0.634 0.107
Ge -1.276 0.953 -1.439
S 3.041 -1.061 -0.292
S 0.431 -2.699 1.012
O 0.648 1.258 -0.524
O -0.494 -0.631 -1.788
O -1.213 0.027 0.501
N 1.030 -5.161 1.403
N 4.506 0.778 1.290
N 2.073 -4.300 -0.512
C -2.164 -1.075 2.440
C 1.109 -1.727 -3.249
C -1.198 -2.633 -2.948
C -2.298 -0.002 1.387
C 3.902 0.020 0.638
C 3.990 -5.803 -1.135
C 1.673 -6.503 1.603
C 2.503 -5.519 -1.272
C 1.141 2.550 -0.024
C -0.837 -0.481 -4.198
C 1.308 -4.206 0.555
C -2.295 1.438 2.068
C 0.091 3.612 -0.309
C 2.422 2.851 -0.822
C 0.727 -7.637 1.248
C 1.447 2.436 1.469
C -0.353 -1.384 -3.078
C -3.604 -0.120 0.554
H -3.787 0.763 -0.059
H -0.829 3.426 0.255
H -0.240 0.434 -4.256
H 4.279 -6.046 -0.112
H -2.264 -2.390 -2.924
H 1.885 -6.351 -0.956
H -1.212 -1.001 2.968
H 0.673 1.843 1.964
H -4.433 -0.213 1.256
H 2.345 -3.435 -0.930
H 2.244 -5.318 -2.309
H -1.381 1.567 2.645
H -3.570 -1.014 -0.070
H 2.847 3.774 -0.424
H 2.423 1.992 1.661
H 1.951 -6.534 2.653
H 0.471 4.584 -0.001
H -0.174 -7.604 1.864
H 3.155 2.054 -0.707
H -2.963 -0.955 3.172
H -0.753 -0.989 -5.158
H 1.225 -8.587 1.442
H 2.190 2.986 -1.877
H 2.589 -6.539 1.036
H 1.444 3.424 1.925
H -0.944 -3.173 -2.031
H 4.585 -4.949 -1.464
H 0.303 -4.950 2.072
H -1.022 -3.294 -3.799
H -1.892 -0.221 -4.064
H 0.432 -7.613 0.196
H 1.428 -2.398 -2.438
H -0.140 3.673 -1.375
H -3.160 1.447 2.728
H 4.250 -6.650 -1.771
H -2.260 -2.062 1.987
H 1.730 -0.827 -3.252
H -2.394 2.225 1.324
H 1.271 -2.253 -4.190
*
```

Summary:
Orbital gap (spin up / spin down) (hartree): 0.296 / 0.201
Energy (Ha): -4066.3080
Relative energy (zero: lowest compared OMol25 entry of this formula, charge and spin) (kJ/mol): 95.6
Max |F| (eV Å⁻¹): 1.09


(3)
Molecular formula: C3H3N3O
Method: DFT, the ωB97M-V functional and the def2-TZVPD basis

ORCA input file:
```
! RIJCOSX wB97M-V def2-TZVPD def2/J DEFGRID3
* xyz 0 1
O 2.268 -0.152 -1.053
N -0.946 -0.096 0.873
N 0.145 -1.040 -0.960
N -0.363 1.125 0.764
C 1.096 -0.029 -0.776
C 0.560 1.197 -0.131
C -0.787 -1.059 -0.072
H 1.025 2.165 -0.300
H -1.469 -0.252 1.717
H -1.529 -1.859 -0.061
*
```

Summary:
Orbital gap (hartree): 0.375
Energy (Ha): -355.5953
Relative energy (zero: lowest compared OMol25 entry of this formula, charge and spin) (kJ/mol): 117.1
Max |F| (eV Å⁻¹): 0.48
Structure (SMILES): O=c1cn[nH]cn1


(4)
Molecular formula: C33H64AsF4N9Si3Tl
Method: DFT, the ωB97M-V functional and the def2-TZVPD basis

ORCA input file:
```
! RIJCOSX wB97M-V def2-TZVPD def2/J DEFGRID3
* xyz 3 1
Tl -0.712 0.423 -0.180
As 2.451 -1.530 0.168
Si 4.221 -1.457 -1.479
Si 1.361 -3.639 0.042
Si 3.527 -1.400 2.323
F -0.302 0.176 3.110
F -4.557 3.317 2.576
F -5.006 2.560 5.056
F -1.129 -1.643 5.146
N -1.671 2.031 -2.405
N -4.819 -2.205 1.113
N -0.005 -0.376 -2.968
N -3.928 -0.591 -5.101
N -2.194 2.304 1.292
N -3.176 -1.045 0.166
N -2.519 0.352 2.521
N 0.183 3.363 0.306
N -4.074 -0.933 3.688
C -1.608 2.191 -3.868
C -4.693 -2.662 -0.146
C -3.237 1.001 5.189
C -0.990 4.237 0.273
C 1.156 3.802 -0.709
C 1.536 4.525 2.138
C -3.870 -1.228 1.295
C -0.216 0.072 -4.350
C -2.749 0.023 -4.373
C -4.035 1.974 4.381
C -3.386 -0.553 4.908
C -3.826 2.343 3.113
C 3.678 0.445 2.677
C 0.789 3.283 1.650
C -2.190 3.745 1.115
C 5.232 0.073 -1.027
C 2.560 -5.084 -0.106
C -0.309 1.601 -4.434
C 0.249 -3.559 -1.497
C -1.561 0.230 3.585
C 5.176 -2.289 2.134
C -1.472 -0.568 -4.955
C 5.291 -3.002 -1.547
C -1.878 -0.623 4.759
C -3.545 -0.595 2.521
C 0.174 -3.794 1.507
C -3.665 -1.934 -0.712
C -1.736 0.879 4.936
C -2.810 1.532 -4.549
C -2.832 1.742 2.216
C 3.348 -1.222 -3.144
C 2.438 -2.208 3.628
C 2.283 2.782 -0.939
H 4.090 0.998 1.831
H -3.869 -0.360 -6.097
H 0.949 5.435 2.003
H 0.925 -0.088 -2.672
H 5.821 -3.173 -0.611
H 2.880 -5.219 -1.140
H -1.448 -0.397 -6.036
H 4.713 -3.896 -1.782
H -3.106 4.063 0.610
H 1.472 2.432 1.655
H 2.928 -0.217 -3.237
H -1.299 4.315 -0.770
H 1.743 4.425 3.202
H 5.034 -3.279 1.699
H -0.225 -2.818 1.795
H 4.893 0.957 -1.570
H 0.622 -0.233 -4.987
H -5.511 -2.530 1.774
H -3.235 -2.039 -1.694
H 2.490 4.649 1.627
H 1.382 -1.978 3.476
H 2.715 -1.841 4.620
H -0.923 2.588 -2.003
H 2.320 2.471 -1.984
H 2.141 1.891 -0.326
H -3.940 -1.609 -5.020
H 2.695 0.860 2.910
H 4.057 -1.353 -3.965
H 2.557 -3.292 3.639
H -0.235 1.892 -5.483
H 5.866 -1.730 1.499
H -5.318 -3.451 -0.533
H -1.634 3.252 -4.143
H 6.042 -2.879 -2.331
H 0.824 -3.334 -2.399
H -0.666 -4.443 1.247
H -0.247 -4.520 -1.660
H -4.805 -1.630 3.740
H 6.285 -0.075 -1.274
H -2.193 4.238 2.091
H -3.454 1.210 6.236
H 2.084 -6.014 0.213
H 0.546 2.045 -3.917
H -0.757 5.257 0.601
H -4.817 -0.225 -4.756
H 0.664 -4.228 2.379
H 0.000 -1.392 -2.932
H -3.782 -1.100 5.757
H -0.962 1.446 5.434
H 4.326 0.627 3.537
H 1.577 4.779 -0.448
H -0.011 3.043 2.352
H 2.551 -1.955 -3.285
H -2.543 2.414 -2.050
H -3.735 1.938 -4.126
H -2.827 -0.220 -3.313
H 3.448 -4.942 0.509
H 0.607 3.956 -1.643
H -2.784 1.789 -5.612
H 3.255 3.205 -0.691
H -1.440 -1.649 -4.782
H 5.171 0.288 0.039
H -0.526 -2.798 -1.359
H 5.657 -2.423 3.106
*
```

Summary:
Orbital gap (hartree): 0.150
Energy (Ha): -5464.0160
Relative energy (zero: lowest compared OMol25 entry of this formula, charge and spin) (kJ/mol): 224.0
Max |F| (eV Å⁻¹): 1.00


(5)
Molecular formula: C28H25BrN2O5PdS
Method: DFT, the ωB97M-V functional and the def2-TZVPD basis

ORCA input file:
```
! RIJCOSX wB97M-V def2-TZVPD def2/J DEFGRID3
* xyz 2 1
Pd 1.242 -2.677 -3.850
Br 5.774 3.876 1.743
S 1.945 0.676 4.054
O 0.042 -1.861 1.197
O 0.993 2.296 -3.536
O -2.351 0.025 -1.415
O -0.254 -1.760 3.528
O -3.011 -0.497 -3.648
N 2.435 3.235 -1.123
N 3.634 1.905 1.507
C 0.081 -0.012 -0.620
C 1.354 1.168 -4.305
C 2.475 -0.534 2.736
C 2.417 -1.257 -6.155
C -3.309 -2.377 2.396
C 1.681 0.764 6.909
C -5.352 -0.691 2.362
C 0.029 1.976 -2.501
C 0.410 0.044 -4.794
C 2.513 1.379 0.785
C 1.952 2.039 -0.491
C 3.568 3.702 -0.396
C 4.174 3.067 0.888
C -4.859 -2.161 2.421
C 0.707 1.327 -1.177
C -2.298 -1.171 2.343
C 3.378 -0.116 -5.643
C 1.854 0.057 1.367
C 0.915 -1.148 -5.687
C 2.873 1.069 -4.748
C -4.213 -1.795 -1.936
C -0.744 -1.607 2.374
C -1.139 -0.768 -1.320
C 1.463 -0.207 5.610
C -3.141 -0.676 -2.417
C -4.348 0.520 2.318
C -2.790 0.300 2.304
C 0.651 -0.681 0.693
H -4.811 1.562 2.310
H 1.408 1.850 6.688
H 2.719 0.619 7.356
H 0.216 -1.994 -6.041
H -4.002 -1.960 -0.820
H -6.486 -0.517 2.365
H 2.172 -1.615 2.933
H 0.320 -0.391 5.577
H -0.697 0.084 -4.516
H -1.354 -1.810 -0.875
H 2.018 -1.183 5.806
H -5.280 -1.452 -2.157
H 4.465 -0.200 -6.008
H 3.622 -0.487 2.696
H -3.946 -2.762 -2.499
H 4.081 4.653 -0.798
H -2.930 -3.465 2.455
H -5.515 -3.088 2.488
H -0.798 -0.973 -2.412
H -0.395 2.990 -2.136
H -2.049 1.181 2.298
H 3.653 1.849 -4.468
H 0.901 0.393 7.679
H 2.816 -2.096 -6.833
H -0.881 1.380 -2.861
*
```

Summary:
Orbital gap (hartree): 0.083
Energy (Ha): -4666.4307
Relative energy (zero: lowest compared OMol25 entry of this formula, charge and spin) (kJ/mol): 1553.1
Max |F| (eV Å⁻¹): 6.19


Which value of max |F| does entry 5 give?
6.19 eV Å⁻¹


Among the records above, which one has the lowest max |F|?
C9H16NPdS4Se